Version a
The following is a DFT calculation (ωB97M-V/def2-TZVPD) of 2 unconnected molecules or ions with the total composition C4H6N2O2.

```
14
Properties=species:S:1:pos:R:3:nbo_charge:R:1
C -1.7533 0.8441 -0.0024 0.174
C 0.0489 -1.0191 -0.2917 0.619
C 1.2654 1.2005 0.5401 -0.500
C -1.1751 -0.3748 0.3775 0.169
N -2.2684 1.7595 -0.4925 -0.270
N 0.4535 -0.5929 -1.5116 -0.802
O 0.5659 -1.9498 0.2596 -0.629
O -1.5131 -1.0104 1.4896 -0.588
H 0.9152 1.7598 1.4997 0.195
H 1.9758 0.5187 0.7844 0.160
H 1.0195 1.3749 -0.4882 0.164
H 0.1968 0.3143 -1.7773 0.395
H 1.2186 -1.0572 -1.8682 0.406
H -0.9497 -1.7675 1.4811 0.508
```

As for the HOMO-LUMO gap (spin up / spin down): 8.07 / 8.36 eV. Its net charge is 0.


Version b
The following is a DFT calculation (ωB97M-V/def2-TZVPD) of a molecular structure, C4H6N2O2.

```
14
Properties=species:S:1:pos:R:3:nbo_charge:R:1
C -0.1312 -0.6439 1.7727 -0.693
C -1.5225 -0.1774 -0.4195 0.457
C -0.3078 -0.2348 0.3470 0.144
N 1.7594 0.7181 -0.1830 -0.594
C -0.7028 0.3389 -1.9280 0.337
N 0.6349 0.0524 -0.5630 -0.133
O -2.6480 0.1482 -0.1445 -0.512
O -0.3737 -0.3795 -2.8487 -0.600
H 2.2585 0.3197 0.6106 0.355
H 2.4500 0.7490 -0.9290 0.377
H -1.1461 1.3357 -2.1350 0.133
H 0.1359 0.2108 2.4020 0.241
H -1.0684 -1.0450 2.1624 0.254
H 0.6620 -1.3922 1.8560 0.234
```

As for the HOMO-LUMO gap: 7.50 eV. Its net charge is 0.


Which structure wins on stability? version a wins.


Version a
The following is a DFT calculation (ωB97M-V/def2-TZVPD) of a single C4H6N2O2 molecule.

```
14
Properties=species:S:1:pos:R:3:nbo_charge:R:1
C 0.4124 -0.8083 1.1207 -0.658
C 0.6498 -0.5262 -0.4907 0.350
C 0.7031 1.6227 -0.3948 0.339
C -1.7060 -0.1530 -0.6753 0.385
H 0.4870 -1.8757 1.0754 0.214
H -0.4765 -0.3516 1.6030 0.259
H 1.4343 -0.4836 1.3148 0.224
H 1.1724 -1.6590 -0.6756 0.206
H 1.3914 2.3345 -0.2779 0.171
H -2.5162 -0.7751 -0.6985 0.174
N -0.5446 1.8757 0.1367 -0.321
N -1.7291 0.8991 0.1370 -0.352
O 1.3628 0.5647 -0.9433 -0.474
O -0.6408 -0.6643 -1.2314 -0.518
```

As for the HOMO-LUMO gap: 10.21 eV. Its net charge is 0. Its SMILES is CC1OC=NN=CO1.


Version b
The following is a DFT calculation (ωB97M-V/def2-TZVPD) of a single C4H6N2O2 molecule.

```
14
Properties=species:S:1:pos:R:3:nbo_charge:R:1
C 0.6499 1.5487 -0.7590 -0.643
C 0.3502 -0.6630 1.2328 0.622
C 0.2800 -0.8878 -0.2621 0.189
C 0.4820 0.1143 -1.1247 -0.228
O 0.0829 -2.1756 -0.6489 -0.664
N -1.1678 -0.4141 1.4190 -0.198
N -2.0939 0.2730 1.0570 -0.270
O 1.2730 -0.5119 1.9728 -0.492
H 0.4436 -2.7749 0.0203 0.483
H -3.0244 -0.1352 1.2696 0.314
H 0.6432 -0.1594 -2.1607 0.220
H 0.2543 1.7821 0.2232 0.220
H 0.1146 2.1896 -1.4774 0.223
H 1.7125 1.8144 -0.7620 0.224
```

As for the HOMO-LUMO gap: 8.61 eV. Its net charge is 0. Its SMILES is [H]/N=N/C(=O)/C(O)=C\C.


Which structure wins on stability? version b wins.


Version a
The following is a DFT calculation (ωB97M-V/def2-TZVPD) of a molecular structure, C4H6N2O2.

```
14
Properties=species:S:1:pos:R:3:nbo_charge:R:1
C 1.7446 -0.7511 0.4699 -0.431
N 0.5016 -0.4430 -0.2453 -0.546
C -0.8284 -0.7454 0.5538 0.607
C -1.6618 0.3503 0.0706 0.069
C -0.0109 1.2121 -0.5467 0.400
N -2.8347 0.3216 -0.3910 -0.574
O -0.7684 -1.2615 1.6346 -0.484
O 0.6208 2.0003 0.1182 -0.632
H 0.5045 -0.7799 -1.2042 0.409
H -3.1036 1.2233 -0.7952 0.348
H -0.3154 1.3422 -1.5923 0.153
H 1.9806 0.0897 1.1182 0.239
H 1.6278 -1.6555 1.0651 0.231
H 2.5431 -0.9033 -0.2557 0.212
```

As for the HOMO-LUMO gap (spin up / spin down): 7.99 / 7.99 eV. Its net charge is 0.


Version b
The following is a DFT calculation (ωB97M-V/def2-TZVPD) of a single C4H6N2O2 molecule.

```
14
Properties=species:S:1:pos:R:3:nbo_charge:R:1
C -0.6836 -0.1086 -0.0865 0.496
C 0.6399 0.0711 -0.0512 -0.447
C 1.2603 -1.1058 -0.2689 0.349
C 1.5645 1.2108 -0.1147 0.332
H -0.9006 1.8803 -0.5837 0.386
H -1.9936 1.2429 0.7783 0.381
H -2.6502 -1.0434 0.3576 0.433
H -1.3429 -2.0161 0.8633 0.437
H 0.6173 -1.8876 -0.7843 0.111
H 1.0252 2.3828 -0.2060 0.151
N -1.4330 1.0967 -0.2714 -0.806
N -1.5028 -1.1142 0.1774 -0.804
O 2.4931 -1.4657 -0.1375 -0.519
O 2.9066 0.8568 0.3278 -0.502
```

As for the HOMO-LUMO gap: 7.65 eV. Its net charge is 0. Its SMILES is NC(N)=C(C=O)C=O.


Version c
The following is a DFT calculation (ωB97M-V/def2-TZVPD) of a single C4H6N2O2 molecule.

```
14
Properties=species:S:1:pos:R:3:nbo_charge:R:1
C 2.5857 0.0729 -0.0589 0.492
C -1.0559 1.0982 -0.4555 -0.259
C -1.0051 0.2319 0.7237 -0.194
C -1.6996 -1.1630 0.3794 0.415
H 2.6867 0.9391 0.4711 0.159
H 0.8580 -1.0437 -1.1360 0.437
H -1.5136 0.5791 -1.4319 0.219
H -1.3652 2.2823 -0.1989 0.225
H -1.1120 0.7795 1.6538 0.225
H -2.7015 -1.5508 0.7355 0.166
N 1.3194 -0.1997 -0.6017 -0.465
N 0.3717 0.5509 0.0129 -0.263
O 3.5997 -0.8404 0.3199 -0.612
O -0.9682 -1.7363 -0.4132 -0.545
```

As for the HOMO-LUMO gap: 9.23 eV. Its net charge is 0. Its SMILES is O=CNN1C[C@H]1C=O.


Which structure wins on stability? version a wins.


Version a
The following is a DFT calculation (ωB97M-V/def2-TZVPD) of a single C4H6N2O2 molecule.

```
14
Properties=species:S:1:pos:R:3:nbo_charge:R:1
O -0.1129 2.3177 2.1096 -0.563
O 0.3919 -2.3433 1.3045 -0.512
C 0.8267 -0.2879 -0.0343 -0.129
C 0.5485 1.1119 0.2090 0.088
C 0.2273 0.0585 2.1718 0.070
N 0.5703 -0.8971 1.1926 -0.052
N 0.1494 1.2374 1.5758 0.100
C 0.7697 2.2444 -0.7935 -0.640
H 0.3327 -2.6800 0.4270 0.476
H 1.1273 -0.6717 -0.9855 0.233
H 0.0454 -0.1618 3.2001 0.234
H 1.6344 2.8851 -0.4291 0.233
H 1.0541 1.7554 -1.7139 0.220
H -0.1563 2.8400 -0.8257 0.242
```

As for the HOMO-LUMO gap: 8.37 eV. Its net charge is 0. Its SMILES is Cc1cn(O)c[n+]1[O-].


Version b
The following is a DFT calculation (ωB97M-V/def2-TZVPD) of a molecular structure, C4H6N2O2.

```
14
Properties=species:S:1:pos:R:3:nbo_charge:R:1
C 1.1348 0.1792 -0.0459 0.177
C -0.7164 1.5697 0.0615 -0.140
C -1.2245 0.3095 -0.1247 0.199
C 0.0340 -0.5340 -0.2184 0.128
H 2.8942 -0.4184 -0.6602 0.366
H 2.3700 -1.1202 0.8306 0.380
H 1.2296 2.4427 -0.4549 0.382
H -1.1696 2.4774 0.1940 0.210
H -2.4764 -1.4871 0.7529 0.405
H -0.2235 -1.9156 0.9603 0.451
N 2.4704 -0.2575 0.1406 -0.811
N 0.6325 1.4188 0.0858 -0.467
O -2.3978 -0.2460 0.0205 -0.628
O -0.0662 -1.9107 -0.1758 -0.654
```

As for the HOMO-LUMO gap: 7.36 eV. Its net charge is 0.


Version c
The following is a DFT calculation (ωB97M-V/def2-TZVPD) of a single C4H6N2O2 molecule.

```
14
Properties=species:S:1:pos:R:3:nbo_charge:R:1
C -2.4615 1.0485 0.2934 -0.719
C 0.6126 -1.1847 -0.1355 0.679
C -1.0777 0.7616 0.6484 0.479
C 1.0797 0.1557 -0.0037 0.020
N 2.4016 0.6122 -0.1077 -0.826
O -0.5804 -1.4828 0.0307 -0.661
O 1.5486 -2.1063 -0.4825 -0.684
N 0.0697 0.9630 0.3430 -0.281
H 1.1032 -2.9641 -0.5217 0.496
H 3.0770 -0.0044 0.3258 0.376
H 2.6872 0.8158 -1.0562 0.367
H -2.7655 1.9672 0.8005 0.262
H -2.5976 1.1794 -0.7835 0.230
H -3.0969 0.2390 0.6489 0.264
```

As for the HOMO-LUMO gap: 8.04 eV. Its net charge is 0.


Version d
The following is a DFT calculation (ωB97M-V/def2-TZVPD) of a single C4H6N2O2 molecule.

```
14
Properties=species:S:1:pos:R:3:nbo_charge:R:1
C 0.7676 -1.6819 -0.2056 -0.355
C 1.5393 -0.7190 0.1316 0.506
C -0.7105 -1.2770 -0.0558 0.608
C -2.0666 0.6429 0.1439 -0.439
N -0.7569 0.0364 -0.1049 -0.124
N 2.7505 -0.2942 0.1233 -0.782
O -1.6948 -1.9780 0.0841 -0.639
O 0.3491 0.8489 0.0896 -0.500
H 0.9592 -2.6931 -0.0174 0.263
H -1.9672 1.2957 -0.6480 0.209
H -2.7736 -0.1735 -0.0646 0.247
H -2.2349 1.0462 1.1188 0.202
H 3.1035 0.2457 -0.6045 0.405
H 2.9831 0.3401 0.8852 0.398
```

As for the HOMO-LUMO gap: 8.61 eV. Its net charge is 0.


Which structure wins on stability? version c wins.